# 1
{
  "formula": "C5H11N2",
  "method": "ωB97M-V with the def2-TZVPD basis set",
  "species": ["C", "C", "C", "C", "C", "N", "N", "H", "H", "H", "H", "H", "H", "H", "H", "H", "H", "H"],
  "xyz": [[-2.50969, 0.57054, -2.67402], [-1.80970, 0.88559, -1.67595], [0.15076, -1.10158, 0.16437], [0.59712, -0.17182, 1.25255], [2.03441, -0.55811, 1.75142], [-0.56995, -0.58126, -0.78875], [0.44319, 1.24457, 0.91171], [-2.64097, -0.50480, -3.08989], [-3.03154, 1.31727, -3.15294], [-1.30546, 1.42213, -0.89909], [0.25560, -2.12105, 0.16153], [-0.15787, -0.29561, 2.08265], [2.11018, -1.56490, 2.25013], [2.48966, 0.10258, 2.50136], [2.78966, -0.59019, 0.95002], [-0.76019, -1.16927, -1.56654], [1.15993, 1.24848, 0.14456], [0.75484, 1.86741, 1.67687]],
  "relative_energy_ev": 4.557,
  "homo_lumo_gap_ha": 0.3218,
  "e_lumo_ev": -5.071,
  "homo_energy_ev": -13.828,
  "fmax_ev_per_a": 5.56,
  "total_charge": 1
}

---

# 2
{
  "formula": "C3H2N2O2",
  "method": "ωB97M-V with the def2-TZVPD basis set",
  "species": ["H", "N", "C", "C", "N", "O", "C", "O", "H"],
  "xyz": [[-1.13752, -2.03451, -0.53057], [-1.56865, -1.12283, -0.37100], [-0.73671, -0.31113, 0.09897], [-1.12370, 1.05629, 0.40306], [-1.43223, 2.14146, 0.65187], [0.56312, -0.64233, 0.45052], [1.55286, 0.12463, -0.10193], [1.36715, 0.96286, -0.93008], [2.51568, -0.17443, 0.32917]],
  "relative_energy_ev": 0.913,
  "homo_lumo_gap_ha": 0.4229,
  "e_lumo_ev": -0.163,
  "homo_energy_ev": -11.671,
  "fmax_ev_per_a": 1.14
}

---

# 3
{
  "formula": "C20H22N2O3S",
  "method": "ωB97M-V with the def2-TZVPD basis set",
  "species": ["C", "H", "H", "H", "C", "N", "C", "O", "C", "H", "H", "S", "C", "C", "C", "O", "N", "C", "C", "C", "C", "C", "C", "H", "H", "H", "H", "C", "H", "H", "H", "H", "H", "C", "H", "H", "C", "C", "C", "C", "C", "O", "H", "H", "H", "H", "H", "H"],
  "xyz": [[1.67060, 2.43938, 3.90191], [0.61370, 2.44371, 3.67192], [1.90674, 2.11241, 4.87950], [2.21396, 3.34328, 3.53462], [2.49661, 1.32013, 2.90979], [1.96180, 1.55450, 1.69411], [2.69862, 2.21929, 0.80839], [3.94848, 2.36716, 0.96685], [2.19230, 1.97146, -0.60112], [2.73344, 2.58809, -1.38699], [1.05742, 2.34674, -0.40999], [2.03191, 0.20102, -1.08880], [0.50234, 0.28814, -2.14185], [-0.46265, 1.23272, -2.27295], [-1.59769, 1.12056, -2.92850], [-2.46700, 2.25380, -3.06339], [-2.16321, 0.02374, -3.23737], [-1.42519, -1.13601, -2.86224], [-1.91173, -2.67010, -3.22819], [-1.19846, -3.59592, -2.84540], [0.26031, -3.53589, -2.36112], [0.55032, -2.20779, -1.87651], [-0.19469, -1.16472, -2.23028], [1.50392, -2.06550, -1.50430], [0.89704, -4.64426, -2.15430], [-1.53525, -4.66031, -3.22399], [-2.79072, -2.50912, -3.72528], [-3.53420, -0.40346, -3.65413], [-3.91986, 0.87532, -3.72250], [-4.19192, -0.76996, -3.06587], [-3.45162, -0.83263, -4.65023], [0.04964, 2.26744, -2.17839], [0.97575, 1.09024, 1.43044], [1.99707, -0.02714, 3.51000], [2.46221, -0.22709, 4.51299], [2.17858, -1.01539, 2.94100], [0.53847, -0.45312, 3.70991], [-0.59356, -0.27234, 2.60486], [-1.17319, 0.50838, 1.92316], [-1.73990, -0.12256, 0.91679], [-1.32864, -1.25614, 0.69226], [-0.54104, -1.44225, 2.04134], [-1.27590, -2.12891, 0.15382], [-2.28255, 0.46079, -0.02823], [-1.25835, 1.48085, 2.29231], [-0.03740, 0.42405, 4.26065], [0.25817, -1.22564, 4.17336], [3.37538, 1.43305, 2.91195]],
  "relative_energy_ev": 17.733,
  "homo_lumo_gap_ha": 0.2917,
  "e_lumo_ev": -0.509,
  "homo_energy_ev": -8.447,
  "fmax_ev_per_a": 16.75
}

---

# 4
{
  "formula": "CH5N3S",
  "method": "ωB97M-V with the def2-TZVPD basis set",
  "species": ["C", "H", "H", "H", "H", "H", "N", "N", "N", "S"],
  "xyz": [[-0.10974, 0.51146, 0.11980], [-2.35977, 0.32636, -0.76032], [-2.29048, -1.57474, -0.50721], [-0.72575, 1.54235, -0.53405], [1.75542, 1.68664, 0.17823], [2.97769, -1.33858, 1.32031], [-2.20246, -0.52046, -0.10170], [-0.71179, -0.67461, 0.36708], [1.27834, 0.63063, 0.14700], [2.38853, -0.58904, -0.22912]],
  "relative_energy_ev": 5.203,
  "homo_lumo_gap_ha": 0.3108,
  "e_lumo_ev": -0.012,
  "homo_energy_ev": -8.469,
  "fmax_ev_per_a": 6.32
}

---

# 5
{
  "formula": "C24H23Br2Cl32N3O3S",
  "method": "ωB97M-V with the def2-TZVPD basis set",
  "species": ["C", "C", "N", "C", "C", "O", "C", "C", "C", "O", "C", "C", "C", "O", "C", "C", "Br", "C", "C", "Br", "C", "N", "S", "N", "C", "H", "H", "H", "H", "H", "H", "H", "H", "H", "H", "H", "H", "H", "H", "H", "H", "H", "H", "H", "H", "H", "H", "H", "C", "Cl", "Cl", "Cl", "Cl", "C", "Cl", "Cl", "Cl", "Cl", "C", "Cl", "Cl", "Cl", "Cl", "C", "Cl", "Cl", "Cl", "Cl", "C", "Cl", "Cl", "Cl", "Cl", "C", "Cl", "Cl", "Cl", "Cl", "C", "Cl", "Cl", "Cl", "Cl", "C", "Cl", "Cl", "Cl", "Cl"],
  "xyz": [[2.94656, 1.75771, 4.72275], [1.72715, 0.90024, 5.01455], [0.65331, 0.91379, 4.00877], [1.00808, 0.83954, 2.64343], [1.15121, -0.34016, 1.97400], [0.96365, -1.46593, 2.73331], [1.94440, -2.46699, 2.94607], [3.40708, -2.06089, 3.09157], [4.23051, -1.95555, 1.80592], [3.53276, -0.89448, 3.89718], [1.37428, -0.37722, 0.53896], [1.41230, -1.72156, -0.15327], [0.12724, -2.07800, -0.91513], [-0.73988, -2.80713, -0.03497], [1.53091, 0.77358, -0.20388], [1.73696, 0.68888, -1.69136], [3.32785, 1.66648, -2.28492], [0.51747, 1.03227, -2.56503], [0.65655, 0.37683, -3.95246], [0.18378, 2.92857, -2.87985], [1.47691, 2.02326, 0.49246], [1.65026, 3.25455, 0.00531], [1.40916, 4.27815, 1.21198], [1.09331, 3.25863, 2.40677], [1.17888, 2.03194, 1.88977], [3.70865, 1.55061, 5.47826], [3.39940, 1.51279, 3.75954], [2.69947, 2.81728, 4.76287], [1.28099, 1.26956, 5.93468], [1.99570, -0.13545, 5.21945], [0.10844, 1.76097, 4.11828], [1.89943, -3.27113, 2.20773], [1.63972, -2.93619, 3.88238], [3.85690, -2.89227, 3.65055], [5.26694, -2.20955, 2.02797], [3.87936, -2.68413, 1.07916], [4.19224, -0.94920, 1.38380], [4.25221, -0.36078, 3.54485], [2.27517, -1.76587, -0.81955], [1.51809, -2.53504, 0.54397], [-0.39686, -1.17822, -1.23357], [0.34625, -2.74297, -1.75088], [-1.53337, -2.29153, 0.13653], [2.00399, -0.32648, -1.95340], [-0.39543, 0.65856, -2.10782], [1.36118, -0.45416, -3.93837], [1.05385, 1.10361, -4.65928], [-0.31645, 0.07792, -4.33816], [-3.06724, 2.27322, 0.13296], [-4.46013, 2.97362, 0.96154], [-2.63275, 0.74395, 0.91390], [-3.46536, 2.00265, -1.56708], [-1.68418, 3.35313, 0.22325], [-4.09988, -2.77564, -1.38552], [-3.32507, -4.32238, -1.72592], [-2.89897, -1.50131, -1.61439], [-5.44322, -2.51091, -2.50147], [-4.69385, -2.74839, 0.27564], [-5.86274, 6.68942, 0.23532], [-6.65223, 8.04738, -0.57276], [-4.61177, 6.02626, -0.81361], [-5.12886, 7.24322, 1.74263], [-7.05845, 5.43757, 0.58786], [-0.19877, 7.23127, -2.20797], [-0.23237, 6.59425, -3.85492], [-1.82431, 7.70785, -1.73001], [0.38187, 5.97580, -1.11263], [0.88357, 8.63027, -2.12978], [1.51801, 1.04635, 9.44403], [-0.23676, 0.94922, 9.60647], [2.25013, 1.23245, 11.03984], [2.12240, -0.42834, 8.68430], [1.93848, 2.43448, 8.43704], [-1.69375, -4.35543, -5.86095], [-3.10001, -3.82150, -4.94881], [-0.49786, -5.00821, -4.73101], [-2.16177, -5.60397, -7.01621], [-1.00001, -2.97933, -6.72882], [4.00484, -3.86144, -5.35032], [4.38040, -3.72080, -3.62767], [2.27841, -3.59239, -5.59455], [4.93256, -2.65911, -6.25148], [4.43190, -5.47911, -5.91325], [-7.13567, -5.16101, -5.33639], [-8.51655, -4.64696, -4.36106], [-5.88720, -5.81726, -4.27571], [-7.64970, -6.40178, -6.48182], [-6.49970, -3.77193, -6.22160]],
  "homo_lumo_gap_ha": 0.2783,
  "e_lumo_ev": -0.539,
  "homo_energy_ev": -8.112,
  "fmax_ev_per_a": 1.00
}

---

# 6
{
  "formula": "C3H7NO2",
  "method": "ωB97M-V with the def2-TZVPD basis set",
  "species": ["O", "C", "C", "C", "O", "N", "H", "H", "H", "H", "H", "H", "H"],
  "xyz": [[0.35546, -2.69908, -0.55429], [0.76474, -1.55217, -0.76155], [0.51431, -0.28247, 0.19830], [-0.36691, 0.88262, -0.49918], [-0.68924, 2.14025, 0.34652], [-0.14046, -0.65046, 1.49193], [1.30202, -1.38520, -1.67928], [1.53337, 0.18893, 0.45819], [-1.25844, 0.28434, -0.59950], [0.14827, 1.26234, -1.42676], [-0.91550, 2.80815, -0.32400], [-0.24931, 0.13482, 2.17627], [-0.99832, -1.13208, 1.17333]],
  "relative_energy_ev": 2.246,
  "homo_lumo_gap_ha": [0.1206, 0.2589],
  "e_lumo_ev": [3.816, 3.748],
  "multiplicity": 2,
  "homo_energy_ev": [0.533, -3.298],
  "fmax_ev_per_a": 3.46,
  "total_charge": -1
}